The following is a DFT calculation (wB97M-V/def2-TZVPD) of 12 unconnected molecules or ions with the total composition C50H115NO24 in a non-equilibrium geometry.

Results
**E_LUMO**: -0.255 eV
**Structure (SMILES)**: O=[N+]([O-])c1ccccc1.COCCOC.COCCOC.COCCOC.COCCOC.COCCOC.COCCOC.COCCOC.COCCOC.COCCOC.COCCOC.COCCOC
**HOMO-LUMO gap**: 0.32629 Eh
**Energy relative to the best compared isomer or geometry (same formula, charge and spin)**: 215.4 kJ/mol
**Total charge**: 0
**2S+1**: 1
**DFT total energy**: -104323.9214 eV
**E_HOMO**: -0.3356 Eh

Atoms and positions in Å:
C: -0.338 1.190 -6.659
C: -0.890 2.461 -6.486
C: -1.899 2.695 -5.574
C: -2.446 1.613 -4.879
C: -1.876 0.352 -4.957
C: -0.864 0.108 -5.866
N: -3.521 1.793 -3.883
O: -3.854 2.874 -3.550
O: -3.971 0.772 -3.341
H: 0.446 0.988 -7.374
H: -0.540 3.335 -7.015
H: -2.274 3.700 -5.449
H: -2.106 -0.447 -4.268
H: -0.360 -0.842 -5.963
C: -2.655 0.538 3.875
O: -2.372 1.819 3.361
C: -3.300 2.877 3.783
C: -2.953 4.147 2.971
O: -1.545 4.343 2.974
C: -0.980 4.971 4.103
H: -2.321 -0.078 3.041
H: -3.673 0.201 4.071
H: -2.019 0.312 4.731
H: -3.205 2.887 4.869
H: -4.319 2.556 3.567
H: -3.516 5.012 3.323
H: -3.344 3.940 1.975
H: -1.399 5.970 4.228
H: 0.099 5.115 4.156
H: -1.207 4.315 4.943
C: -1.720 4.785 -0.889
O: -0.659 5.324 -1.620
C: -0.680 5.008 -3.023
C: 0.458 5.707 -3.795
O: 0.508 5.257 -5.157
C: 1.292 6.126 -6.002
H: -1.742 3.703 -1.013
H: -2.735 5.049 -1.187
H: -1.584 4.957 0.179
H: -1.650 5.277 -3.439
H: -0.513 3.935 -3.116
H: 1.417 5.444 -3.350
H: 0.327 6.783 -3.683
H: 1.134 7.181 -5.781
H: 1.004 6.137 -7.053
H: 2.345 5.847 -5.960
C: 0.273 -3.048 4.857
O: -0.016 -4.335 4.451
C: -1.381 -4.418 3.905
C: -2.644 -4.317 4.836
O: -2.645 -3.075 5.509
C: -3.691 -2.943 6.435
H: -0.045 -2.265 4.169
H: 1.264 -2.882 5.281
H: -0.300 -2.823 5.757
H: -1.427 -5.457 3.579
H: -1.462 -3.836 2.986
H: -2.625 -5.180 5.501
H: -3.630 -4.298 4.372
H: -4.670 -3.074 5.974
H: -3.557 -1.985 6.937
H: -3.487 -3.765 7.120
C: -0.955 -8.356 -2.167
O: -0.599 -7.177 -1.430
C: -0.015 -6.071 -2.220
C: 0.538 -4.984 -1.304
O: -0.406 -4.329 -0.528
C: 0.154 -3.295 0.357
H: -1.126 -9.144 -1.433
H: -0.120 -8.576 -2.833
H: -1.767 -8.103 -2.849
H: -0.709 -5.713 -2.981
H: 0.816 -6.385 -2.851
H: 1.114 -4.271 -1.893
H: 1.304 -5.515 -0.739
H: 0.712 -3.586 1.247
H: -0.734 -2.732 0.643
H: 0.731 -2.680 -0.334
C: -1.757 0.417 -1.081
O: -0.517 1.060 -0.771
C: -0.538 1.631 0.534
C: 0.255 1.028 1.681
O: 1.636 0.920 1.411
C: 2.412 0.265 2.402
H: -2.626 1.075 -1.079
H: -2.046 -0.321 -0.333
H: -1.724 -0.108 -2.035
H: -1.539 1.751 0.947
H: -0.119 2.637 0.525
H: -0.226 0.064 1.851
H: 0.102 1.543 2.629
H: 2.816 0.885 3.202
H: 3.259 -0.196 1.894
H: 1.940 -0.646 2.771
C: -3.351 -2.491 -9.326
O: -3.110 -2.913 -8.000
C: -3.942 -2.291 -6.951
C: -3.491 -2.892 -5.591
O: -2.068 -2.650 -5.214
C: -1.876 -3.093 -3.909
H: -3.046 -1.445 -9.348
H: -4.390 -2.558 -9.648
H: -2.777 -3.010 -10.094
H: -4.981 -2.579 -7.112
H: -3.829 -1.208 -6.985
H: -3.648 -3.969 -5.535
H: -4.123 -2.308 -4.922
H: -2.469 -2.622 -3.126
H: -0.811 -2.958 -3.718
H: -2.126 -4.152 -3.861
C: 0.498 0.349 6.531
O: 1.613 -0.048 5.727
C: 2.765 -0.465 6.519
C: 3.960 -0.880 5.653
O: 3.672 -2.029 4.875
C: 4.594 -2.503 3.932
H: -0.015 1.189 6.062
H: 0.753 0.880 7.448
H: -0.212 -0.438 6.782
H: 2.497 -1.239 7.238
H: 3.082 0.357 7.161
H: 4.761 -1.166 6.335
H: 4.361 -0.035 5.092
H: 4.077 -3.186 3.257
H: 5.315 -3.157 4.423
H: 5.171 -1.752 3.393
C: 0.779 5.130 7.523
O: 1.247 3.986 6.794
C: 2.331 4.254 5.851
C: 2.743 3.087 5.025
O: 3.547 3.421 3.938
C: 2.798 4.105 2.901
H: 0.598 5.971 6.853
H: 1.486 5.469 8.280
H: -0.105 4.938 8.130
H: 3.139 4.488 6.545
H: 2.134 5.133 5.238
H: 1.885 2.458 4.789
H: 3.344 2.370 5.584
H: 1.723 3.939 2.832
H: 3.175 3.939 1.892
H: 2.835 5.178 3.087
C: -4.223 -2.485 -0.500
O: -5.404 -3.236 -0.262
C: -5.800 -4.201 -1.176
C: -6.692 -3.595 -2.258
O: -6.027 -2.623 -3.047
C: -6.744 -2.210 -4.200
H: -4.212 -1.694 -1.250
H: -3.475 -3.234 -0.759
H: -3.768 -1.966 0.343
H: -6.418 -4.884 -0.593
H: -4.952 -4.770 -1.558
H: -7.619 -3.173 -1.870
H: -6.957 -4.404 -2.938
H: -6.753 -3.137 -4.773
H: -6.239 -1.426 -4.765
H: -7.756 -1.908 -3.932
C: 9.198 -3.171 -0.154
O: 7.974 -2.561 -0.497
C: 6.937 -2.583 0.479
C: 5.528 -2.108 -0.025
O: 5.664 -0.767 -0.504
C: 4.434 -0.155 -0.883
H: 8.977 -4.202 0.122
H: 9.785 -2.675 0.619
H: 9.845 -3.085 -1.027
H: 7.320 -2.171 1.412
H: 6.806 -3.659 0.591
H: 4.753 -2.161 0.739
H: 5.265 -2.800 -0.825
H: 4.378 0.708 -0.221
H: 3.609 -0.857 -0.763
H: 4.451 0.254 -1.893
C: 1.592 1.644 -2.685
O: 2.794 2.357 -2.842
C: 3.075 3.046 -1.678
C: 4.488 3.696 -1.636
O: 4.705 4.813 -2.495
C: 4.546 4.459 -3.886
H: 1.625 0.841 -1.948
H: 1.262 1.218 -3.632
H: 0.778 2.321 -2.425
H: 2.881 2.448 -0.788
H: 2.466 3.950 -1.673
H: 5.183 2.882 -1.843
H: 4.487 4.007 -0.591
H: 3.499 4.591 -4.159
H: 4.873 3.426 -4.007
H: 5.129 5.211 -4.418

Atomic partial charges in e from the Löwdin method, atoms 1 to 2:
1 C -0.030
2 C -0.074

=====

The following is a DFT calculation (wB97M-V/def2-TZVPD) of a molecular structure, C23H15CrF5N3SSbSe4 in a non-equilibrium geometry.

Results
**E_LUMO (spin up / spin down)**: 1.368 / 1.266 eV
**HOMO-LUMO gap (spin up / spin down)**: 0.20412 / 0.20068 Eh
**Energy relative to the best compared isomer or geometry (same formula, charge and spin)**: 78.3 kJ/mol
**Total charge**: -1
**2S+1**: 4
**DFT total energy**: -349337.8515 eV
**E_HOMO (spin up / spin down)**: -0.1539 / -0.1542 Eh

Atoms and positions in Å:
Cr: 0.395 0.863 0.280
C: 2.496 2.424 -2.292
C: 2.821 1.019 -1.926
C: 4.006 0.474 -2.434
C: 4.291 -0.856 -2.275
C: 3.355 -1.653 -1.637
C: 2.227 -1.058 -1.116
N: 1.980 0.268 -1.191
C: 1.239 -1.875 -0.383
C: 1.191 -3.260 -0.427
C: 0.256 -3.914 0.355
C: -0.568 -3.187 1.194
C: -0.460 -1.803 1.193
N: 0.383 -1.190 0.369
C: -1.225 -0.909 2.089
C: -1.890 -1.442 3.173
C: -2.559 -0.585 4.030
C: -2.583 0.749 3.717
C: -1.921 1.231 2.582
C: -2.112 2.668 2.239
N: -1.183 0.412 1.811
H: 3.103 2.711 -3.151
H: 2.724 3.107 -1.472
H: 1.442 2.514 -2.537
H: 4.684 1.134 -2.956
H: 5.212 -1.279 -2.654
H: 3.520 -2.713 -1.519
H: 1.851 -3.817 -1.074
H: 0.177 -4.992 0.318
H: -1.288 -3.688 1.821
H: -1.861 -2.503 3.365
H: -3.060 -0.961 4.913
H: -3.116 1.458 4.334
H: -2.947 3.061 2.819
H: -2.314 2.785 1.178
H: -1.224 3.253 2.482
F: -6.655 0.050 -2.899
C: -5.334 0.132 -2.684
C: -4.827 0.130 -1.399
F: -5.662 0.040 -0.354
C: -3.461 0.209 -1.193
F: -3.043 0.178 0.085
C: -2.533 0.295 -2.229
S: -0.798 0.353 -2.030
C: -3.092 0.297 -3.512
F: -2.298 0.370 -4.588
C: -4.451 0.216 -3.744
F: -4.925 0.216 -4.999
Se: 4.155 3.885 0.920
Sb: 2.044 3.154 1.828
Se: 0.247 3.288 0.027
Se: 2.109 0.619 2.049
Se: 1.207 4.050 3.906

Atomic partial charges in e from the Löwdin method, atoms 1 to 2:
1 Cr -0.024
2 C -0.083

=====

The following is a DFT calculation (wB97M-V/def2-TZVPD) of 2 unconnected molecules or ions with the total composition C3H4FO3 in a non-equilibrium geometry.

Results
**E_LUMO**: 3.901 eV
**HOMO-LUMO gap**: 0.21448 Eh
**Energy relative to the best compared isomer or geometry (same formula, charge and spin)**: 294.6 kJ/mol
**Total charge**: -1
**2S+1**: 1
**DFT total energy**: -12034.5647 eV
**E_HOMO**: -0.0711 Eh

Atoms and positions in Å:
C: 1.868 -0.601 -0.290
C: -0.909 0.898 -0.528
C: -1.290 -0.276 0.257
O: 2.123 -1.329 -1.156
O: 2.079 0.229 0.485
O: 0.013 -1.154 0.293
F: -1.438 0.150 1.653
H: -0.425 0.592 -1.443
H: -1.835 1.402 -0.632
H: -0.353 1.682 0.197
H: 0.167 -1.593 1.162

Atomic partial charges in e from the Löwdin method, atoms 1 to 2:
1 C -0.600
2 C -0.188

=====

The following is a DFT calculation (wB97M-V/def2-TZVPD) of a gas-phase ion, C6H5O3S2 (charge -1) in a non-equilibrium geometry.

Results
**E_LUMO**: 3.190 eV
**Structure (SMILES)**: O=S(=O)([O-])C1=CC=CC=CS1
**HOMO-LUMO gap**: 0.29375 Eh
**Energy relative to the best compared isomer or geometry (same formula, charge and spin)**: 94.2 kJ/mol
**Total charge**: -1
**2S+1**: 1
**DFT total energy**: -34115.4278 eV
**E_HOMO**: -0.1765 Eh

Atoms and positions in Å:
C: 1.828 -1.288 0.090
C: 1.549 -0.162 0.832
C: 0.991 -1.729 -0.980
C: 0.425 0.806 0.737
C: -0.287 -1.725 -1.254
C: -0.836 0.572 0.385
O: -2.435 1.872 -1.136
O: -2.906 1.969 1.305
O: -0.918 3.111 0.422
S: -1.487 -1.032 -0.035
S: -1.914 2.048 0.225
H: 2.412 -2.024 0.613
H: 2.247 0.082 1.785
H: 1.592 -2.194 -1.759
H: 0.446 1.835 0.964
H: -0.708 -2.142 -2.192

Atomic partial charges in e from the Löwdin method, atoms 1 to 2:
1 C -0.138
2 C -0.076

=====

The following is a DFT calculation (wB97M-V/def2-TZVPD) of a molecular structure, C15H33AlClCsKN3O16S in a non-equilibrium geometry.

Results
**E_LUMO**: -2.480 eV
**HOMO-LUMO gap**: 0.05710 Eh
**Total charge**: 0
**2S+1**: 1
**DFT total energy**: -100123.4226 eV
**E_HOMO**: -0.1482 Eh

Atoms and positions in Å:
C: 1.139 4.178 1.399
C: -0.077 4.921 0.765
C: -1.212 3.975 0.189
C: -2.509 4.331 0.777
O: -3.555 4.027 -0.145
N: -4.585 4.916 -0.072
C: -5.567 4.526 0.682
O: -5.855 3.366 0.918
O: -6.419 5.506 1.218
H: 0.840 3.355 2.025
H: 1.920 3.853 0.656
H: 1.618 4.908 2.034
H: -0.517 5.487 1.565
H: 0.305 5.590 0.000
H: -1.214 3.959 -0.899
H: -0.994 2.962 0.513
H: -2.647 3.722 1.657
H: -2.564 5.359 1.101
H: -4.539 5.821 -0.524
H: -6.588 6.177 0.527
O: 0.764 -0.950 1.759
C: 1.097 0.290 1.912
C: 1.413 0.958 0.482
O: 1.799 2.193 0.558
H: 2.047 0.490 2.442
H: 0.359 0.956 2.416
H: 0.276 0.734 -0.180
H: 2.101 0.283 -0.052
Al: 0.752 3.505 -0.748
O: 2.168 4.265 4.641
S: 1.092 5.074 5.267
O: 1.676 6.117 6.137
O: 0.206 4.206 6.078
O: 0.286 5.716 4.174
C: 5.127 0.132 1.329
O: 4.302 0.626 0.277
H: 4.968 -0.940 1.398
H: 6.183 0.325 1.120
H: 4.857 0.594 2.282
H: 4.438 1.576 0.221
O: 1.210 -2.802 -0.978
C: 0.383 -3.644 -0.864
O: -0.424 -4.049 -1.898
C: -1.390 -5.006 -1.408
C: -0.782 -5.580 -0.132
C: 0.021 -4.392 0.402
H: -2.326 -4.481 -1.220
H: -1.558 -5.766 -2.169
H: -1.527 -5.962 0.561
H: -0.104 -6.404 -0.380
H: -0.582 -3.733 1.029
H: 0.914 -4.701 0.934
K: -6.686 7.475 2.118
C: 4.122 -7.635 -3.960
C: 2.693 -7.208 -3.927
O: 1.763 -7.817 -4.333
N: 2.362 -5.879 -3.290
C: 2.434 -4.733 -4.272
H: 4.420 -7.793 -4.995
H: 4.778 -6.885 -3.517
H: 4.222 -8.564 -3.403
H: 2.987 -5.703 -2.501
H: 1.387 -5.981 -2.987
H: 3.358 -4.809 -4.838
H: 2.421 -3.812 -3.693
H: 1.569 -4.784 -4.922
N: -5.045 0.396 -0.344
O: -4.098 -0.250 -0.769
O: -5.218 0.507 0.894
O: -5.888 0.945 -1.131
Cl: -0.877 -0.377 -0.373
Cs: -7.430 2.340 0.469

Atomic partial charges in e from the Löwdin method, atoms 1 to 2:
1 C -0.101
2 C -0.216

=====

The following is a DFT calculation (wB97M-V/def2-TZVPD) of a single C3H5ClN2S molecule in a non-equilibrium geometry.

Results
**E_LUMO (spin up / spin down)**: -1.423 / -1.972 eV
**HOMO-LUMO gap (spin up / spin down)**: 0.28727 / 0.25964 Eh
**Energy relative to the best compared isomer or geometry (same formula, charge and spin)**: 370.9 kJ/mol
**Total charge**: 0
**2S+1**: 1
**DFT total energy**: -29525.3835 eV
**E_HOMO (spin up / spin down)**: -0.3396 / -0.3321 Eh

Atoms and positions in Å:
C: 0.738 1.782 -0.523
C: -0.097 -0.352 -0.259
C: -1.330 -0.770 0.543
N: -0.182 0.996 -0.790
N: 0.984 -0.794 0.436
S: 2.157 1.589 0.399
Cl: 1.794 -2.018 -0.216
H: 0.641 2.815 -0.767
H: -0.130 -0.880 -1.228
H: -2.165 -0.360 0.132
H: -1.175 -0.235 1.518
H: -1.236 -1.773 0.754

Atomic partial charges in e from the Löwdin method, atoms 1 to 2:
1 C -0.696
2 C -0.661

=====

Number 1: M 1114.5 g/mol. Number 2: M 950.0 g/mol. Number 3: M 107.1 g/mol. Number 4: M 189.2 g/mol. Number 5: M 777.9 g/mol. Number 6: M 136.6 g/mol.